{
  "formula": "C6H7NS",
  "method": "ωB97M-V with the def2-TZVPD basis set",
  "e_tot_ev": -18656.1528,
  "gap_ev": [6.636, 6.644],
  "e_above_lowest_kj_mol": 443.46,
  "symbols": ["C", "C", "C", "C", "C", "C", "N", "S", "H", "H", "H", "H", "H", "H", "H"],
  "xyz": [[1.82311, -0.44372, -2.11548], [-0.78751, 0.52231, -1.17094], [-0.64117, 1.74521, -0.55842], [-0.25488, -0.55359, -0.48892], [0.32944, -0.17319, 0.77868], [-0.52275, -0.72150, 1.92540], [2.54704, -0.62700, -2.98425], [0.37111, 1.65237, 0.83271], [-1.28841, 0.32196, -2.09474], [-0.57928, 2.79905, -0.89188], [-0.22740, -1.65683, -0.66223], [1.40552, -0.37394, 0.75068], [-0.64801, -1.77547, 2.08154], [-1.45774, -0.25403, 1.62224], [-0.06906, -0.46162, 2.97561]],
  "forces_ev_per_angstrom": [[-1.725, 0.054, 2.158], [-1.679, -0.312, -0.653], [2.592, 0.506, 0.696], [1.642, -0.505, -0.615], [1.657, 0.248, 1.016], [1.094, 1.122, 1.978], [1.159, -0.225, -1.432], [-0.854, -0.506, -0.299], [-0.166, 0.449, -0.480], [-1.244, -0.938, -0.478], [-0.572, 1.289, -0.472], [-0.191, -0.630, 0.270], [0.080, -0.769, -0.991], [-0.599, -0.131, 1.332], [-1.195, 0.347, -2.031]]
}


{
  "formula": "C6H7NS",
  "method": "ωB97M-V with the def2-TZVPD basis set",
  "e_tot_ev": -18654.8389,
  "multiplicity": 3,
  "gap_ev": [7.598, 6.019],
  "e_above_lowest_kj_mol": 115.50,
  "symbols": ["C", "C", "C", "C", "C", "C", "N", "S", "H", "H", "H", "H", "H", "H", "H"],
  "xyz": [[2.17933, -1.52770, 0.59559], [-0.16696, 0.98859, 1.39148], [0.43571, 0.82723, 0.23296], [-1.08579, -0.08475, 1.92920], [-0.00660, -0.38259, -0.43656], [0.38049, -0.85546, -1.81948], [3.30608, -1.70486, 0.71623], [-1.15685, -1.30377, 0.51807], [0.09349, 1.84190, 1.97364], [1.09498, 1.62411, -0.32480], [-0.62966, -0.47086, 2.90480], [-2.06812, 0.54018, 2.10789], [-0.46159, -0.86246, -2.48014], [1.04924, -1.77076, -1.74978], [1.09795, -0.14337, -2.29153]],
  "forces_ev_per_angstrom": [[-1.496, 0.174, 0.143], [0.121, 0.380, 2.105], [0.719, -0.463, -3.856], [-0.192, 1.763, 0.123], [0.517, 0.902, -0.726], [2.185, 0.470, 0.845], [1.373, -0.199, 0.078], [0.446, 0.622, 0.905], [-0.251, 0.479, 0.705], [-1.254, -1.849, 1.369], [-1.070, 0.106, -1.331], [1.356, -1.959, -0.103], [-0.481, -0.807, -0.424], [-1.416, 0.445, -0.377], [-0.557, -0.064, 0.545]]
}


{
  "formula": "C6H7O3P",
  "method": "ωB97M-V with the def2-TZVPD basis set",
  "e_tot_ev": -21761.1744,
  "gap_ev": [5.764, 5.763],
  "e_above_lowest_kj_mol": 137.91,
  "charge": -2,
  "symbols": ["C", "C", "C", "C", "C", "C", "O", "O", "O", "P", "H", "H", "H", "H", "H", "H", "H"],
  "xyz": [[0.45160, -1.19355, -0.22637], [-0.75335, -1.31781, 0.31626], [1.16633, -0.00723, 0.01387], [-0.91037, 1.18358, 0.77522], [-1.48707, -0.24367, 1.01287], [-1.50186, 1.60842, -0.60374], [3.85445, -1.25837, -0.09401], [2.12073, 0.50142, -1.20523], [3.62810, 1.15338, 0.94847], [2.98622, -0.02839, 0.19601], [0.78503, -2.01967, -0.94883], [-1.26530, -2.30416, 0.21273], [-2.53123, -0.45168, 0.50188], [-1.43444, -0.44843, 2.11096], [-0.89629, 1.10862, -1.44263], [-1.70146, 2.64666, -0.85709], [-2.51109, 1.07087, -0.71037]],
  "forces_ev_per_angstrom": [[-0.264, -1.756, -1.837], [-0.147, -2.072, -0.388], [1.729, 2.076, 0.103], [0.135, -0.722, -0.997], [-0.438, 0.285, -0.292], [-0.120, -2.460, -0.832], [-1.317, 1.024, 0.551], [-0.014, -1.253, 2.253], [-0.814, -1.872, -0.814], [0.132, 2.137, -1.331], [-0.040, 1.029, 1.159], [0.209, 0.575, 0.098], [0.974, 0.965, 1.652], [-0.720, 0.041, -0.590], [-0.621, 0.915, 0.889], [0.504, 0.321, 0.308], [0.813, 0.768, 0.069]]
}


{
  "formula": "C6H7O6Tb",
  "method": "ωB97M-V with the def2-TZVPD basis set",
  "e_tot_ev": -41043.8726,
  "multiplicity": 8,
  "gap_ev": [7.961, 6.504],
  "e_above_lowest_kj_mol": 245.75,
  "charge": 1,
  "symbols": ["O", "C", "O", "O", "Tb", "C", "C", "C", "C", "O", "C", "O", "O", "H", "H", "H", "H", "H", "H", "H"],
  "xyz": [[-2.74449, 0.60568, -0.27426], [-1.96932, 0.12935, 0.60239], [-1.39407, 1.06744, 1.35893], [-1.18928, -0.87205, 0.47285], [-3.23097, 2.84005, 0.60620], [0.09343, -0.09497, 1.59711], [1.22545, 0.44684, 0.73604], [2.54664, -0.16142, 1.09211], [3.42115, -0.68732, 0.23903], [3.19696, -0.67483, -1.13426], [2.84963, -1.78352, -1.80486], [2.93052, -1.83082, -3.00217], [2.40807, -2.80270, -1.08409], [0.27339, -1.12680, 1.91984], [0.11796, 0.34398, 2.60280], [1.29337, 1.53741, 0.88087], [0.99827, 0.28665, -0.32585], [2.85320, -0.15278, 2.14120], [4.39620, -1.07900, 0.53541], [2.28466, -2.58609, -0.14706]],
  "forces_ev_per_angstrom": [[-3.102, 0.548, 0.213], [4.638, 2.059, -2.348], [-2.403, 0.944, 0.778], [-1.626, 0.541, 1.113], [1.466, -2.701, -0.309], [2.746, -1.924, 2.175], [-0.887, 0.589, -0.636], [0.298, -0.395, 0.323], [-0.212, 0.017, -0.143], [0.244, 0.901, 0.786], [0.126, -0.518, -1.956], [-0.100, 0.167, 1.087], [-0.283, -0.489, 0.560], [-0.113, -0.212, -0.890], [-0.574, 0.620, -0.454], [-0.042, -0.276, -0.067], [0.133, -0.052, 0.206], [-0.110, 0.032, -0.259], [-0.293, 0.088, -0.062], [0.095, 0.060, -0.117]]
}


{
  "formula": "C6H8",
  "method": "ωB97M-V with the def2-TZVPD basis set",
  "e_tot_ev": -6348.0204,
  "gap_ev": 8.593,
  "e_above_lowest_kj_mol": 266.64,
  "smiles": "C=C1C(C)=C1C",
  "symbols": ["C", "C", "C", "C", "C", "C", "H", "H", "H", "H", "H", "H", "H", "H"],
  "xyz": [[1.91990, 1.49529, 0.98361], [0.98536, 0.65740, 0.48325], [-0.45142, 0.31546, 0.30594], [-1.87623, 0.49835, 0.43259], [0.39948, -0.49599, -0.29547], [0.50683, -1.65812, -1.33485], [2.97022, 1.49693, 0.74781], [1.71995, 2.17624, 1.72460], [-2.13257, 1.56677, 0.19796], [-2.29113, 0.37245, 1.51441], [-2.43332, -0.23176, -0.20909], [-0.57936, -1.81327, -1.49484], [1.14024, -2.43039, -0.85378], [1.03271, -1.21242, -2.18166]],
  "forces_ev_per_angstrom": [[-0.169, -2.100, -1.664], [-1.149, -0.616, -0.500], [2.187, -0.971, 0.132], [-2.401, 0.860, 1.603], [1.338, 0.943, -0.264], [-0.128, 2.342, 2.235], [0.165, -0.683, -0.345], [-1.094, 1.682, 1.421], [-0.015, -1.008, -0.100], [0.961, 0.058, -1.696], [0.431, 0.829, 0.432], [0.966, -0.932, -0.443], [-0.849, 0.005, -0.629], [-0.242, -0.409, -0.183]]
}


{
  "formula": "C6H8",
  "method": "ωB97M-V with the def2-TZVPD basis set",
  "e_tot_ev": -6346.3164,
  "gap_ev": 8.373,
  "e_above_lowest_kj_mol": 431.04,
  "symbols": ["C", "C", "C", "C", "C", "C", "H", "H", "H", "H", "H", "H", "H", "H"],
  "xyz": [[1.14815, 0.86619, -0.80729], [-0.17275, 1.31160, -0.74570], [1.31009, -0.11615, 0.32893], [-0.79169, 1.10695, 0.61416], [-0.17124, -0.14088, 0.30315], [-0.93924, -1.37795, -0.21146], [1.73471, 1.05624, -1.74985], [1.91205, -1.04863, 0.07480], [1.55411, 0.40809, 1.34662], [-0.33471, 1.89273, 1.31182], [-1.86323, 1.18940, 0.38833], [-0.80279, -2.06963, 0.53559], [-0.45524, -1.76471, -1.12184], [-2.12823, -1.31325, -0.26725]],
  "forces_ev_per_angstrom": [[-1.041, -0.060, -0.749], [1.738, 0.342, -1.695], [2.019, 0.734, 1.070], [-0.785, 1.176, 0.700], [-1.893, -0.827, -0.731], [-1.538, 2.211, -1.082], [-0.198, -0.461, 1.309], [-0.962, 1.131, 0.745], [0.521, -1.176, -1.733], [-0.787, -1.531, -0.613], [0.276, -0.156, 1.145], [0.477, -1.996, 1.806], [-0.545, 0.185, 0.154], [2.717, 0.427, -0.326]]
}


{
  "formula": "C6H8",
  "method": "ωB97M-V with the def2-TZVPD basis set",
  "e_tot_ev": -6347.2156,
  "gap_ev": 9.943,
  "e_above_lowest_kj_mol": 344.28,
  "symbols": ["C", "C", "C", "C", "C", "C", "H", "H", "H", "H", "H", "H", "H", "H"],
  "xyz": [[-0.90537, 1.11754, -0.30858], [-1.02095, -0.18985, 0.23014], [-0.44130, -1.41626, -0.39164], [0.69521, -1.09763, 0.56592], [1.62346, -0.15026, 0.24854], [1.72123, 1.06920, -0.13060], [-0.89164, 1.19602, -1.40047], [0.41278, 1.46570, -0.07171], [-1.51627, 1.88436, 0.17660], [-1.53054, -0.32488, 1.18508], [-0.19574, -1.31605, -1.45269], [-0.96765, -2.35545, -0.18779], [0.65418, -1.56825, 1.54903], [2.41174, 1.70765, -0.66758]],
  "forces_ev_per_angstrom": [[-0.566, -0.570, 0.034], [0.093, 0.258, -0.105], [0.044, 0.085, -0.003], [-0.163, 0.179, 0.003], [-0.560, 1.074, -0.283], [0.256, -1.121, 0.177], [0.107, 0.005, 0.286], [0.191, -0.099, 0.098], [0.267, -0.179, -0.081], [0.202, 0.053, -0.227], [-0.001, 0.019, 0.276], [0.212, 0.297, -0.027], [0.102, 0.175, -0.277], [-0.185, -0.177, 0.128]]
}


{
  "formula": "C6H8",
  "method": "ωB97M-V with the def2-TZVPD basis set",
  "e_tot_ev": -6348.1291,
  "gap_ev": 9.421,
  "e_above_lowest_kj_mol": 256.14,
  "smiles": "C=C=C1CCC1",
  "symbols": ["C", "C", "C", "C", "C", "C", "H", "H", "H", "H", "H", "H", "H", "H"],
  "xyz": [[-1.38907, -0.69831, 2.35795], [-0.87298, -0.44851, 1.19879], [-0.15232, -0.02165, 0.22550], [1.06932, -0.65867, -0.37849], [0.83971, 0.29007, -1.58966], [-0.22155, 1.08352, -0.78217], [-1.99206, -1.59387, 2.52330], [-1.28843, 0.33583, 2.73807], [1.98566, -0.49134, 0.19082], [0.94617, -1.73385, -0.55590], [1.71703, 0.84261, -1.92075], [0.37692, -0.22035, -2.43537], [-1.19387, 1.30194, -1.22677], [0.17546, 2.01259, -0.34535]],
  "forces_ev_per_angstrom": [[-0.278, 0.673, -0.581], [0.194, -0.508, -0.717], [-0.135, -0.089, 0.084], [0.320, -0.015, -0.035], [0.204, 0.069, -0.369], [-0.132, 0.077, -0.241], [-0.273, 0.885, 0.545], [-0.340, -1.182, 1.974], [0.102, 0.059, -0.174], [0.161, 0.307, -0.067], [-0.074, 0.022, -0.122], [0.175, -0.017, 0.020], [0.142, -0.041, -0.181], [-0.068, -0.240, -0.135]]
}